Entry 1:
{
  "formula": "C36H35N13O2SV",
  "method": "the ωB97M-V functional and the def2-TZVPD basis",
  "e_homo_ha": [-0.445, -0.425],
  "total_charge": 2,
  "homo_lumo_gap_ev": [7.04, 6.52],
  "spin_multiplicity": 2,
  "relative_energy_kj_mol": 86.5,
  "fmax_ev_per_a": 2.369,
  "elements": ["V", "C", "N", "C", "N", "C", "N", "C", "C", "C", "C", "C", "C", "C", "N", "N", "C", "O", "C", "C", "C", "C", "C", "C", "N", "C", "N", "C", "N", "C", "H", "H", "H", "H", "H", "H", "H", "H", "H", "H", "H", "H", "H", "H", "H", "H", "N", "C", "N", "C", "C", "C", "C", "C", "C", "H", "H", "H", "H", "H", "H", "C", "N", "C", "C", "N", "C", "S", "H", "H", "H", "H", "H", "H", "H", "H", "O", "N", "C", "C", "C", "C", "C", "H", "H", "H", "H", "H"],
  "coordinates": [[1.171, -1.293, -0.183], [-0.624, 1.861, -4.287], [-0.189, 0.701, -3.542], [-0.023, 0.562, -2.223], [0.325, -0.685, -1.946], [0.384, -1.274, -3.166], [0.072, -0.458, -4.138], [-1.552, 2.722, -3.466], [-1.498, 4.109, -3.524], [-2.336, 4.879, -2.730], [-3.203, 4.282, -1.835], [-3.274, 2.891, -1.785], [-2.478, 2.121, -2.627], [-4.170, 2.212, -0.881], [-5.114, 2.707, -0.139], [-5.698, 1.686, 0.494], [-5.077, 0.600, 0.140], [-4.076, 0.866, -0.732], [-5.339, -0.757, 0.563], [-6.612, -1.105, 1.001], [-6.859, -2.411, 1.382], [-5.841, -3.348, 1.363], [-4.559, -3.002, 0.944], [-3.484, -4.071, 1.006], [-2.198, -3.659, 0.505], [-1.362, -2.709, 0.942], [-0.305, -2.643, 0.135], [-0.559, -3.601, -0.792], [-1.688, -4.221, -0.584], [-4.316, -1.706, 0.525], [-1.127, 1.485, -5.184], [0.252, 2.433, -4.612], [-0.154, 1.349, -1.507], [0.649, -2.298, -3.355], [-0.816, 4.594, -4.206], [-2.303, 5.955, -2.806], [-3.832, 4.863, -1.180], [-2.594, 1.048, -2.619], [-7.384, -0.354, 1.017], [-7.848, -2.701, 1.697], [-6.042, -4.360, 1.680], [-3.777, -4.936, 0.403], [-3.389, -4.404, 2.046], [-1.533, -2.111, 1.818], [0.094, -3.851, -1.608], [-3.341, -1.398, 0.175], [2.964, -3.652, 2.760], [2.045, -2.739, 2.382], [2.306, -2.210, 1.207], [3.478, -2.809, 0.776], [4.219, -2.636, -0.393], [5.362, -3.397, -0.534], [5.773, -4.310, 0.444], [5.047, -4.501, 1.601], [3.900, -3.733, 1.757], [2.979, -4.176, 3.621], [1.182, -2.488, 2.974], [3.915, -1.927, -1.157], [5.962, -3.290, -1.423], [6.680, -4.874, 0.294], [5.359, -5.220, 2.339], [-1.184, 3.169, 1.698], [0.052, 2.677, 2.228], [0.967, 3.537, 2.962], [2.041, 2.550, 3.440], [1.814, 1.401, 2.567], [0.596, 1.489, 1.988], [-0.165, 0.273, 1.091], [-1.008, 3.993, 1.005], [-1.821, 3.526, 2.508], [-1.684, 2.356, 1.175], [0.452, 4.055, 3.773], [1.394, 4.288, 2.288], [1.889, 2.274, 4.487], [3.053, 2.942, 3.325], [2.209, 0.502, 2.801], [2.587, 0.082, -0.884], [3.529, 0.945, -0.694], [4.199, 1.004, 0.475], [5.164, 1.959, 0.698], [5.477, 2.874, -0.299], [4.825, 2.754, -1.521], [3.862, 1.790, -1.695], [3.934, 0.257, 1.210], [5.662, 1.989, 1.654], [6.224, 3.633, -0.142], [5.055, 3.412, -2.343], [3.329, 1.658, -2.626]]
}

=====

Entry 2:
{
  "formula": "C48H91B6F24N12O2",
  "method": "the ωB97M-V functional and the def2-TZVPD basis",
  "e_homo_ha": -0.338,
  "total_charge": 1,
  "homo_lumo_gap_ev": 1.61,
  "fmax_ev_per_a": 9.640,
  "elements": ["C", "C", "C", "C", "C", "C", "N", "O", "C", "C", "C", "H", "H", "H", "H", "H", "H", "H", "H", "H", "H", "H", "H", "H", "H", "H", "H", "H", "H", "C", "C", "C", "C", "C", "C", "N", "O", "C", "C", "C", "H", "H", "H", "H", "H", "H", "H", "H", "H", "H", "H", "H", "H", "H", "H", "H", "H", "H", "C", "C", "N", "C", "C", "N", "C", "C", "H", "H", "H", "H", "H", "H", "H", "H", "H", "H", "H", "C", "C", "N", "C", "C", "N", "C", "C", "H", "H", "H", "H", "H", "H", "H", "H", "H", "H", "H", "C", "C", "N", "C", "C", "N", "C", "C", "H", "H", "H", "H", "H", "H", "H", "H", "H", "H", "H", "C", "C", "N", "C", "C", "N", "C", "C", "H", "H", "H", "H", "H", "H", "H", "H", "H", "H", "H", "C", "C", "N", "C", "C", "N", "C", "C", "H", "H", "H", "H", "H", "H", "H", "H", "H", "H", "H", "B", "F", "F", "F", "F", "B", "F", "F", "F", "F", "B", "F", "F", "F", "F", "B", "F", "F", "F", "F", "B", "F", "F", "F", "F", "B", "F", "F", "F", "F"],
  "coordinates": [[-6.600, -5.958, -9.138], [-5.565, -6.572, -8.200], [-4.684, -7.540, -9.007], [-3.422, -8.083, -8.249], [-2.547, -6.904, -7.881], [-3.293, -5.944, -6.925], [-4.644, -5.559, -7.492], [-5.293, -4.452, -6.930], [-2.468, -4.614, -6.858], [-3.373, -6.541, -5.521], [-6.360, -7.340, -7.095], [-7.181, -6.744, -9.620], [-6.176, -5.471, -10.017], [-7.207, -5.235, -8.593], [-4.470, -7.046, -9.955], [-5.323, -8.353, -9.351], [-2.760, -8.634, -8.916], [-3.589, -8.722, -7.382], [-2.334, -6.357, -8.800], [-1.660, -7.316, -7.400], [-1.491, -4.853, -6.437], [-2.879, -3.887, -6.159], [-2.281, -4.171, -7.837], [-3.758, -5.805, -4.816], [-2.374, -6.800, -5.170], [-4.022, -7.400, -5.351], [-5.705, -7.799, -6.354], [-7.070, -8.057, -7.505], [-6.946, -6.741, -6.398], [-3.504, -6.331, 7.306], [-4.633, -5.789, 6.392], [-5.602, -5.098, 7.426], [-6.468, -3.962, 6.711], [-5.524, -2.989, 5.990], [-4.674, -3.606, 4.829], [-3.949, -4.782, 5.407], [-2.797, -5.254, 4.741], [-3.651, -2.658, 4.381], [-5.640, -4.040, 3.724], [-5.348, -7.022, 5.613], [-3.931, -6.853, 8.162], [-2.962, -5.528, 7.806], [-2.863, -7.104, 6.882], [-5.229, -4.638, 8.341], [-6.231, -5.869, 7.871], [-6.798, -3.234, 7.452], [-7.307, -4.340, 6.127], [-4.933, -2.574, 6.806], [-6.136, -2.164, 5.626], [-4.059, -1.664, 4.201], [-3.180, -2.829, 3.413], [-2.929, -2.522, 5.186], [-6.411, -4.771, 3.967], [-5.021, -4.536, 2.977], [-6.236, -3.271, 3.232], [-5.217, -7.951, 6.168], [-4.914, -7.176, 4.625], [-6.416, -6.803, 5.612], [-6.182, 2.558, -7.531], [-5.281, 3.043, -8.760], [-6.211, 3.524, -9.738], [-6.851, 2.702, -10.662], [-7.777, 3.506, -11.422], [-7.476, 4.807, -11.091], [-6.493, 4.825, -10.090], [-8.055, 6.004, -11.661], [-5.518, 2.495, -6.669], [-6.543, 1.567, -7.806], [-6.945, 3.219, -7.119], [-4.571, 2.278, -9.074], [-4.645, 3.854, -8.405], [-6.564, 1.661, -10.654], [-8.547, 3.283, -12.146], [-6.023, 5.685, -9.637], [-9.091, 6.102, -11.337], [-7.991, 6.129, -12.742], [-7.629, 6.915, -11.240], [4.898, 11.122, -2.289], [6.173, 10.253, -2.114], [6.114, 9.263, -1.023], [6.456, 9.505, 0.272], [6.297, 8.319, 0.992], [5.858, 7.376, 0.085], [5.642, 7.959, -1.119], [5.409, 6.042, 0.451], [5.155, 11.755, -3.139], [4.670, 11.612, -1.342], [4.026, 10.475, -2.377], [6.978, 10.966, -1.934], [6.321, 9.844, -3.113], [6.880, 10.465, 0.530], [6.518, 8.070, 2.019], [5.221, 7.455, -1.976], [4.939, 6.056, 1.434], [6.255, 5.358, 0.515], [4.730, 5.591, -0.272], [6.174, 3.276, 9.562], [5.976, 2.235, 10.705], [4.768, 2.342, 11.377], [4.130, 3.443, 11.695], [3.038, 3.112, 12.514], [3.047, 1.729, 12.711], [4.071, 1.277, 11.974], [2.348, 1.016, 13.689], [5.279, 3.751, 9.160], [6.723, 2.813, 8.742], [6.743, 4.130, 9.929], [6.756, 2.346, 11.458], [6.003, 1.207, 10.343], [4.555, 4.381, 11.369], [2.233, 3.660, 12.981], [4.368, 0.239, 11.951], [1.675, 0.381, 13.114], [1.794, 1.701, 14.331], [3.025, 0.360, 14.237], [5.945, -0.803, -5.408], [6.935, -0.333, -4.266], [7.768, -1.455, -3.855], [8.785, -2.085, -4.664], [9.349, -3.120, -3.959], [8.714, -3.186, -2.774], [7.774, -2.117, -2.665], [8.988, -4.229, -1.883], [5.351, -1.697, -5.217], [6.530, -1.035, -6.298], [5.224, -0.026, -5.663], [6.276, -0.016, -3.458], [7.568, 0.451, -4.681], [8.992, -1.744, -5.668], [10.034, -3.917, -4.208], [7.123, -1.875, -1.838], [8.059, -4.523, -1.393], [9.666, -3.835, -1.126], [9.527, -5.038, -2.376], [-0.752, 0.757, -0.899], [0.622, 0.574, -0.198], [0.739, 1.271, 1.071], [0.208, 2.562, 1.356], [0.296, 2.698, 2.735], [1.017, 1.657, 3.339], [1.338, 0.792, 2.203], [1.206, 1.474, 4.710], [-1.385, 1.383, -0.270], [-1.326, -0.155, -1.062], [-0.733, 1.117, -1.928], [1.383, 0.907, -0.904], [0.801, -0.478, 0.025], [-0.345, 3.096, 0.598], [-0.129, 3.521, 3.290], [1.808, -0.175, 2.298], [2.107, 2.026, 4.975], [1.427, 0.413, 4.829], [0.359, 1.823, 5.301], [-0.040, -2.147, 9.516], [1.298, -2.035, 9.259], [-0.610, -0.913, 9.798], [-0.690, -2.688, 8.440], [-0.293, -2.973, 10.592], [8.372, 0.144, 3.440], [8.823, 1.420, 3.167], [9.351, -0.769, 3.314], [7.994, 0.075, 4.687], [7.319, -0.159, 2.559], [1.744, 5.706, -3.957], [0.435, 5.494, -4.183], [2.515, 4.664, -4.499], [2.223, 6.884, -4.486], [1.786, 5.640, -2.610], [1.437, 7.635, 7.347], [1.861, 7.363, 8.627], [0.164, 7.073, 7.254], [1.191, 9.001, 7.093], [2.282, 7.033, 6.490], [3.408, -4.725, -1.719], [4.253, -5.608, -2.419], [3.373, -3.534, -2.406], [2.099, -5.194, -1.588], [3.939, -4.578, -0.487], [-5.280, 4.318, -0.121], [-5.352, 3.148, 0.530], [-4.830, 4.108, -1.413], [-6.468, 4.989, -0.057], [-4.359, 5.161, 0.494]]
}

=====

Entry 3:
{
  "formula": "C4H8O2",
  "method": "the ωB97M-V functional and the def2-TZVPD basis",
  "e_homo_ha": -0.391,
  "total_charge": 0,
  "homo_lumo_gap_ev": 11.63,
  "relative_energy_kj_mol": 92.8,
  "fmax_ev_per_a": 0.764,
  "elements": ["C", "C", "C", "O", "C", "O", "H", "H", "H", "H", "H", "H", "H", "H"],
  "coordinates": [[1.329, 0.097, -0.375], [0.666, -0.705, 0.758], [-0.830, -0.406, 0.881], [-1.400, -0.334, -0.442], [-1.303, 0.817, -1.111], [-1.006, 1.899, -0.669], [2.336, 0.419, -0.121], [1.384, -0.494, -1.297], [0.790, 1.027, -0.562], [1.139, -0.466, 1.716], [0.806, -1.781, 0.599], [-1.374, -1.218, 1.372], [-1.018, 0.526, 1.421], [-1.517, 0.619, -2.169]]
}

=====

Entry 4:
{
  "formula": "C9H11N2",
  "method": "the ωB97M-V functional and the def2-TZVPD basis",
  "e_homo_ha": -0.463,
  "total_charge": 1,
  "homo_lumo_gap_ev": 7.59,
  "relative_energy_kj_mol": 286.7,
  "fmax_ev_per_a": 4.410,
  "elements": ["C", "C", "N", "C", "C", "C", "C", "C", "C", "C", "N", "H", "H", "H", "H", "H", "H", "H", "H", "H", "H", "H"],
  "coordinates": [[-3.533, 0.085, -0.384], [-2.134, -0.102, 0.017], [-1.098, 0.275, -0.710], [0.142, 0.033, 0.078], [0.916, -1.192, -0.599], [2.272, -1.228, -0.632], [2.979, -0.184, -0.021], [2.522, 0.979, 0.482], [1.024, 1.246, 0.272], [-0.458, -0.558, 1.244], [-1.758, -0.635, 1.212], [-4.064, 0.556, 0.322], [-3.952, -0.832, -0.289], [-3.629, 0.687, -1.321], [-1.033, 0.591, -1.617], [0.163, -1.993, -0.922], [2.793, -2.067, -1.072], [3.980, -0.457, 0.283], [3.114, 1.821, 1.074], [0.675, 1.840, 0.997], [0.992, 1.771, -0.637], [0.088, -0.636, 2.221]]
}

=====

Please write out number 3 again, unchanged.
{
  "formula": "C4H8O2",
  "method": "the ωB97M-V functional and the def2-TZVPD basis",
  "e_homo_ha": -0.391,
  "total_charge": 0,
  "homo_lumo_gap_ev": 11.63,
  "relative_energy_kj_mol": 92.8,
  "fmax_ev_per_a": 0.764,
  "elements": ["C", "C", "C", "O", "C", "O", "H", "H", "H", "H", "H", "H", "H", "H"],
  "coordinates": [[1.329, 0.097, -0.375], [0.666, -0.705, 0.758], [-0.830, -0.406, 0.881], [-1.400, -0.334, -0.442], [-1.303, 0.817, -1.111], [-1.006, 1.899, -0.669], [2.336, 0.419, -0.121], [1.384, -0.494, -1.297], [0.790, 1.027, -0.562], [1.139, -0.466, 1.716], [0.806, -1.781, 0.599], [-1.374, -1.218, 1.372], [-1.018, 0.526, 1.421], [-1.517, 0.619, -2.169]]
}

=====

Number 3 is which compound? C4H8O2